Record 1
The following is a DFT calculation (the ωB97M-V functional and the def2-TZVPD basis) of a molecular structure, C5H10O2.

Geometry as XYZ:
```
17
Properties=species:S:1:pos:R:3:mulliken_charge:R:1
C 0.96145 -0.69996 -0.56377 -1.055
C 0.04248 0.34952 -1.20648 -0.080
O -0.99780 -0.24950 -1.95451 -0.534
C -0.48421 1.29065 -0.09091 -0.589
C -0.22410 0.61739 1.25878 -0.499
C -0.08015 -0.87580 1.03629 0.258
O 0.58841 -1.62689 1.89657 -0.749
H 1.95246 -0.26298 -0.37197 0.433
H 1.04824 -1.36229 0.64563 0.236
H 1.04393 -1.58205 -1.20625 0.396
H 0.61200 0.91161 -1.95151 0.378
H -1.62927 -0.65082 -1.34412 0.376
H 0.00703 2.26702 -0.13946 0.290
H -1.54935 1.47038 -0.27209 0.283
H -1.02711 0.77585 1.98764 0.339
H 0.70801 0.95764 1.72157 0.280
H -0.97202 -1.32978 0.55460 0.237
```

Results
**HOMO**: -0.33587 Ha
**Multiplicity**: 1
**Total charge**: 0
**Orbital gap**: 9.93 eV

=====

Record 2
The following is a DFT calculation (the ωB97M-V functional and the def2-TZVPD basis) of a molecular structure, C13H19N2O5PdSSi.

Geometry as XYZ:
```
42
Properties=species:S:1:pos:R:3:mulliken_charge:R:1
Pd 1.22508 -0.97158 0.09896 0.571
C 4.50739 0.77730 -1.62144 -1.289
C 3.12278 1.20856 -1.21254 0.918
O 2.75106 1.21026 -0.06009 -0.586
N 2.29613 1.62379 -2.23284 -0.204
C 0.86627 1.76634 -2.01083 -1.087
C 0.13010 0.55226 -2.51615 0.667
C -0.67937 0.60530 -3.64025 -0.798
C -1.25176 -0.56584 -4.11684 -0.254
C -0.98619 -1.75573 -3.46637 -0.766
C -0.17106 -1.73517 -2.34328 -0.175
N 0.36267 -0.60267 -1.88449 0.212
H 4.87219 0.08883 -0.86465 0.278
H 5.16164 1.64951 -1.67547 0.376
H 4.50615 0.27404 -2.58849 0.382
H 2.58392 1.38823 -3.16837 0.249
H 0.49938 2.66008 -2.51900 0.386
H 0.71609 1.87794 -0.93605 0.337
H -0.85025 1.55363 -4.13246 0.378
H -1.88655 -0.54644 -4.99410 0.379
H -1.40584 -2.69186 -3.80608 0.421
H 0.07569 -2.62631 -1.77010 0.495
O 3.40417 -4.16455 0.36347 -0.715
S 2.46223 -3.07925 0.27958 1.360
O 1.06685 -3.48263 -0.00872 -0.635
O 2.82646 -2.06148 -0.81895 -0.541
O 2.45644 -2.19348 1.50874 -0.665
C -2.65958 2.41738 3.17062 -0.969
Si -2.36958 0.56060 3.15709 -0.002
C -3.98724 -0.27985 2.70276 -0.970
C -1.89071 0.01240 4.88463 -0.970
C -1.08735 0.10788 1.97129 -1.358
C -0.20764 -0.27242 1.21780 0.963
H -3.45191 2.68591 3.87477 0.281
H -2.95141 2.76729 2.17811 0.287
H -1.75084 2.95015 3.45733 0.297
H -4.79556 -0.00248 3.38463 0.287
H -3.86286 -1.36406 2.73869 0.293
H -4.28659 -0.01618 1.68636 0.287
H -2.66195 0.27329 5.61464 0.287
H -0.94997 0.47085 5.19444 0.297
H -1.74847 -1.06985 4.90365 0.295
```

Results
**HOMO**: -0.17473 Ha
**Multiplicity**: 1
**Total charge**: -1
**Orbital gap**: 7.20 eV

=====

Record 3
The following is a DFT calculation (the ωB97M-V functional and the def2-TZVPD basis) of a molecular structure, C37H25AuN9.

Geometry as XYZ:
```
72
Properties=species:S:1:pos:R:3:mulliken_charge:R:1
Au -0.45515 -0.25483 -0.85561 1.759
C 0.58876 -1.99810 -7.03213 -0.611
C 0.31168 -0.65143 -7.29961 -0.624
C 0.14576 0.26674 -6.27853 -0.292
C 0.22755 -0.20270 -4.97284 0.498
C 0.02788 0.43585 -3.70571 -0.133
N -0.26439 1.73388 -3.55566 -0.662
C -0.63359 2.26628 -2.43666 0.053
C -0.92715 3.68579 -2.26758 0.346
C -0.86386 4.74415 -3.15049 -0.185
C -1.25235 5.99359 -2.67790 -0.640
C -1.67951 6.16676 -1.36574 -0.640
C -1.73860 5.09822 -0.47629 -0.202
C -1.36415 3.85624 -0.94989 0.425
C -1.35098 2.53761 -0.32164 -0.059
N -1.76446 2.31161 0.88601 -0.607
C -1.76193 1.09846 1.45498 -0.133
N -1.22832 -0.05266 0.94687 -0.653
C -1.33061 -1.05269 1.87408 -0.216
N -0.81437 -2.28655 1.79579 -0.580
C -0.24252 -2.76129 0.73393 -0.050
N -0.12109 -2.15960 -0.49974 -0.581
C 0.49823 -3.03250 -1.37180 0.048
N 0.71930 -2.85636 -2.63362 -0.662
C 0.47722 -1.70708 -3.27745 -0.175
N 0.18951 -0.49269 -2.70809 -0.442
C 0.50913 -1.55752 -4.70219 0.504
C 0.71036 -2.46574 -5.73571 -0.291
C 0.79060 -4.27207 -0.65674 0.309
C 1.37380 -5.45370 -1.06700 -0.160
C 1.49359 -6.46834 -0.12231 -0.654
C 1.04400 -6.29644 1.18246 -0.627
C 0.45692 -5.10456 1.59438 -0.226
C 0.33418 -4.10028 0.65427 0.443
C -2.02067 -0.54027 3.02268 0.647
C -2.40396 -1.12553 4.22347 -0.175
C -3.06273 -0.33197 5.14628 -0.719
C -3.32205 1.01952 4.88857 -0.717
C -2.93410 1.61381 3.70050 -0.151
C -2.28656 0.81953 2.76179 0.529
N -0.91097 1.61850 -1.24852 -0.583
H 0.70484 -2.68920 -7.85595 0.403
H 0.22130 -0.32700 -8.32727 0.404
H -0.04501 1.31101 -6.48401 0.550
H -0.53050 4.59729 -4.16821 0.563
H -1.22758 6.84313 -3.34653 0.412
H -1.97788 7.15223 -1.03462 0.420
H -2.06909 5.22643 0.54505 0.573
H 0.94507 -3.50104 -5.53108 0.548
H 1.72041 -5.57710 -2.08354 0.565
H 1.93806 -7.40996 -0.41403 0.412
H 1.14650 -7.11044 1.88712 0.419
H 0.10806 -4.96172 2.60762 0.572
H -2.19461 -2.16836 4.41886 0.559
H -3.38951 -0.76607 6.08131 0.440
H -3.83632 1.60972 5.63482 0.430
H -3.12075 2.66018 3.49940 0.564
C 1.24031 0.93911 4.27870 -1.603
C 2.34539 1.08718 3.22503 2.031
C 2.82619 2.54661 3.17839 -1.697
C 3.50743 0.13555 3.55370 -1.716
C 1.84962 0.73690 1.89638 -0.303
N 1.52774 0.47113 0.82499 -0.242
H 1.65930 1.18942 5.25338 0.501
H 0.86161 -0.08213 4.31919 0.338
H 0.40785 1.61373 4.08008 0.319
H 3.28273 2.80078 4.13474 0.418
H 1.98846 3.22242 3.00544 0.387
H 3.56510 2.69591 2.39165 0.408
H 3.94786 0.42765 4.50676 0.420
H 4.28137 0.17629 2.78781 0.414
H 3.15159 -0.89132 3.63824 0.385
```

Results
**HOMO (spin up / spin down)**: -0.32313 / -0.43492 Ha
**Multiplicity**: 3
**Total charge**: +1
**Orbital gap (spin up / spin down)**: 4.76 / 6.53 eV

=====

Record 4
The following is a DFT calculation (the ωB97M-V functional and the def2-TZVPD basis) of a molecular structure, C32H43BrN2P2Sn.

Geometry as XYZ:
```
81
Properties=species:S:1:pos:R:3:mulliken_charge:R:1
C -0.17542 4.96173 -3.28094 -0.426
C -0.40255 3.66208 -3.80668 0.466
C -0.60484 3.54540 -5.20421 -0.327
C -0.72805 4.72998 -5.95396 -0.419
N -0.58562 5.93738 -5.40773 -0.356
C -0.30191 6.08047 -4.11571 -0.382
C -0.44253 2.55734 -2.87608 -0.055
C -0.83472 2.33400 -1.65174 -0.006
C -1.70186 2.53170 -0.51041 0.109
C -1.13300 2.39436 0.76177 -0.434
C -1.94114 2.15722 1.86473 -0.792
C -3.31762 1.94707 1.65140 -0.131
C -3.91542 2.26998 0.41800 -0.691
C -3.09320 2.67434 -0.63346 -0.439
Sn 0.33806 0.53654 -1.47507 1.055
P 2.20949 -1.23422 0.23276 0.283
H -0.67513 2.58223 -5.70487 0.480
H 0.08668 5.10310 -2.23472 0.467
H -0.94143 4.69626 -7.03158 0.407
H -0.16755 7.09703 -3.71763 0.397
H -3.50788 3.00609 -1.57971 0.597
H -0.05646 2.49372 0.88148 0.891
H -4.99525 2.21714 0.29220 0.540
H -1.53820 2.16602 2.86904 1.073
C 2.32604 -2.79144 1.25926 -0.331
C 3.46038 -3.75718 0.95448 -1.485
H 1.35214 -3.28415 1.12478 0.336
H 2.35703 -2.45336 2.30618 0.548
H 3.42517 -4.56890 1.68846 0.427
H 3.35476 -4.20947 -0.03881 0.372
H 4.44774 -3.28876 1.03428 0.340
C 3.31247 -1.58244 -1.20419 -0.637
C 3.68260 -0.33441 -2.00969 -1.072
H 2.75119 -2.29586 -1.83555 0.466
H 4.20342 -2.10420 -0.82863 0.606
H 3.81790 -0.62190 -3.05986 0.369
H 2.91773 0.46579 -1.99344 0.083
H 4.62796 0.11429 -1.66863 0.307
C 3.27418 -0.10863 1.25481 0.166
C 4.72286 -0.54857 1.43575 -1.301
H 2.75990 -0.03287 2.22715 -0.211
H 3.21004 0.88408 0.78256 0.343
H 5.25815 0.25355 1.95892 0.448
H 4.80753 -1.45113 2.05647 0.332
H 5.24251 -0.71677 0.48286 0.324
Br -4.42546 1.40363 3.04768 0.083
P -1.32026 -1.31503 -1.19217 1.121
C -0.34949 -2.80628 -1.67333 -0.217
C -1.13803 -4.09785 -1.78919 -1.491
H 0.42816 -2.91229 -0.89329 -0.299
H 0.15745 -2.55536 -2.61716 0.553
H -0.47943 -4.91123 -2.11741 0.466
H -1.53778 -4.41886 -0.81550 0.333
H -1.95333 -4.01565 -2.51759 0.275
C -2.05666 -1.85453 0.41567 -0.274
C -3.23284 -2.83547 0.30759 -1.148
H -2.37592 -0.96172 0.98254 0.112
H -1.21472 -2.28089 0.98791 0.347
H -3.61668 -3.04872 1.31337 0.447
H -4.05425 -2.40496 -0.29158 0.314
H -2.98568 -3.81048 -0.13514 0.194
C -2.66391 -0.98260 -2.40191 -0.166
C -2.71298 -1.88097 -3.62961 -1.535
H -2.52391 0.07211 -2.68044 0.331
H -3.59867 -1.06076 -1.83738 0.508
H -3.24916 -1.37068 -4.44154 0.435
H -1.72171 -2.17098 -4.00266 0.315
H -3.28949 -2.79531 -3.43832 0.389
N 0.11309 -0.91848 2.08274 -0.297
C 0.11503 -0.37454 3.12053 0.040
C 0.17248 0.26079 4.39634 0.737
C -1.00662 0.70490 5.02311 -0.333
C -0.92634 1.28793 6.28980 -0.678
C 0.30837 1.40898 6.93418 -0.489
C 1.48053 0.99209 6.29713 -0.675
C 1.42620 0.40730 5.02709 -0.387
H -1.97001 0.59355 4.50785 0.525
H -1.84050 1.64291 6.77244 0.427
H 0.36225 1.83012 7.95019 0.424
H 2.45767 1.10894 6.78572 0.419
H 2.33646 0.05578 4.51831 0.459
```

Results
**HOMO (spin up / spin down)**: -0.68975 / -0.68973 Ha
**Multiplicity**: 1
**Total charge**: +4
**Orbital gap (spin up / spin down)**: 3.37 / 3.48 eV